Record 1
Formula: C12H19NO2Si
Source: the OMol25 dataset
Level of theory: ωB97M-V/def2-TZVPD

Calculated values
ΔE to the lowest compared entry with this formula, charge and spin   1.7 kcal/mol
Gap between HOMO and LUMO   9.76 eV
SMILES string   CNC(=O)[C@@H](O[Si](C)(C)C)c1ccccc1

Geometry as ORCA input:
```
! wB97M-V def2-TZVPD RIJCOSX def2/J DEFGRID3
* xyz 0 1
C -2.8877 -2.8017 -1.0384
N -2.4993 -1.7617 -0.1343
C -1.6381 -0.7776 -0.5472
O -1.1744 -0.7294 -1.6696
C -1.1299 0.2288 0.4938
O -0.1209 -0.3807 1.3242
Si 1.3674 -1.0594 0.9654
C 1.1017 -2.6876 0.0658
C 2.0222 0.2443 -0.2246
C 2.4673 -1.2878 2.4868
C -0.6801 1.5922 -0.0289
C -0.0633 2.5145 0.8164
C 0.4175 3.7088 0.3176
C 0.2828 4.0276 -1.0250
C -0.4750 3.2098 -1.8545
C -0.8911 1.9903 -1.3415
H -2.0876 -2.9664 -1.7936
H -3.0047 -3.7641 -0.5222
H -3.8383 -2.4797 -1.5347
H -2.5687 -1.9449 0.8760
H -1.9714 0.4052 1.1773
H 0.5072 -2.5579 -0.8521
H 2.0735 -3.1056 -0.2093
H 0.5718 -3.3461 0.7325
H 1.2458 0.4836 -0.9504
H 2.3031 1.1362 0.3430
H 2.9292 -0.1471 -0.7104
H 2.9677 -2.2595 2.4247
H 3.1748 -0.4477 2.5286
H 1.8280 -1.3474 3.3690
H 0.0772 2.2489 1.8531
H 1.0613 4.3247 0.9316
H 0.6360 4.9956 -1.3834
H -0.6600 3.4845 -2.8788
H -1.3440 1.2572 -2.0071
*
```

Record 2
Formula: C28H49O21S2
Source: the OMol25 dataset
Level of theory: ωB97M-V/def2-TZVPD

Calculated values
ΔE to the lowest compared entry with this formula, charge and spin   0.0 kcal/mol
Gap between HOMO and LUMO   8.54 eV

Geometry as ORCA input:
```
! wB97M-V def2-TZVPD RIJCOSX def2/J DEFGRID3
* xyz -1 1
O -0.1337 -0.0431 0.1486
H -0.6442 0.2884 -0.5997
C -1.8388 3.7641 -1.8741
C -1.5916 2.4048 -2.4958
C -2.8693 1.6320 -2.8345
O -2.6680 1.2223 -4.1893
C -1.6176 1.8678 -4.7199
O -1.2733 1.7796 -5.8547
O -0.9644 2.5689 -3.7686
H -2.4700 4.3834 -2.5088
H -0.8719 4.2312 -1.6847
H -2.3401 3.6511 -0.9109
H -0.9384 1.8130 -1.8519
H -3.7710 2.2435 -2.7709
H -3.0300 0.7714 -2.1932
C 2.8810 -0.8796 1.8329
C 4.2034 -1.3436 1.3032
C 5.3966 -1.3555 2.2542
O 6.1103 -2.5277 1.8998
C 5.3108 -3.3260 1.1338
O 5.6305 -4.3950 0.7361
O 4.1243 -2.7327 0.9256
H 2.1350 -0.7663 1.0420
H 2.9749 0.0058 2.4617
H 2.3951 -1.6391 2.4565
H 4.4891 -0.7977 0.3999
H 5.0545 -1.4034 3.2947
H 6.0309 -0.4751 2.1707
C -0.6943 3.6893 3.2917
C -0.7275 2.2051 3.0004
C 0.6381 1.5190 3.1217
O 0.4085 0.4702 4.0939
C -0.8911 0.4310 4.4214
O -1.4101 -0.4416 5.0426
O -1.5275 1.5566 4.0132
H -0.3995 3.8241 4.3374
H -1.6851 4.1205 3.1610
H 0.0810 4.2067 2.7281
H -1.1150 1.9584 2.0136
H 1.5128 2.1036 3.3914
H 0.8166 0.9695 2.1911
C 0.6415 -0.8804 -4.0824
C 1.6267 -0.3733 -3.0508
C 2.0555 -1.3288 -1.9228
O 3.5023 -1.3465 -2.0494
C 3.9021 -0.5452 -3.0415
O 5.0360 -0.2479 -3.2613
O 2.8579 -0.1534 -3.7770
H 1.0179 -1.7442 -4.6275
H 0.5023 -0.0861 -4.8190
H -0.3311 -1.1241 -3.6557
H 1.3100 0.5757 -2.6173
H 1.7370 -2.3706 -1.9044
H 1.7936 -0.9263 -0.9432
C 4.2436 2.0523 -0.1737
C 3.0803 2.8606 -0.6810
C 1.7157 2.3736 -0.1337
O 1.1647 3.5300 0.4949
C 2.0416 4.5477 0.4765
O 1.8555 5.6050 0.9861
O 3.1664 4.2019 -0.1813
H 4.3400 1.1260 -0.7446
H 4.0630 1.7640 0.8648
H 5.1811 2.6004 -0.2422
H 3.0009 2.8931 -1.7686
H 1.8463 1.5562 0.5718
H 1.0515 2.0171 -0.9122
C -2.8149 -1.0318 2.0344
C -3.5696 0.2550 1.8165
C -3.1309 1.1304 0.6268
O -4.3182 1.2238 -0.1633
C -5.3601 0.6095 0.4550
O -6.4788 0.6759 0.0585
O -4.9398 -0.0825 1.5248
H -3.3429 -1.7872 1.4332
H -2.8145 -1.5050 3.0158
H -1.7879 -1.0287 1.6580
H -3.5541 0.9198 2.6820
H -2.3042 0.5937 0.1589
H -2.8294 2.1200 0.9562
C 0.6514 -2.9455 1.1578
S 0.0813 -4.4360 0.3154
O 0.9427 -5.5500 0.7875
C -1.4684 -4.6008 1.2321
H 0.7256 -3.1032 2.2333
H 0.0506 -2.0698 0.8919
H 1.6493 -2.7920 0.7420
H -1.1822 -4.9757 2.2132
H -2.1122 -5.2872 0.6787
H -2.0558 -3.6851 1.3171
C -2.5320 -2.0153 -1.5866
S -4.0100 -2.4641 -2.5106
O -3.6359 -3.6450 -3.3350
C -4.9512 -3.1239 -1.1252
H -2.2664 -2.7495 -0.8220
H -2.6463 -1.0711 -1.0498
H -1.6668 -1.9388 -2.2404
H -4.4203 -3.9800 -0.7099
H -5.9252 -3.4438 -1.4897
H -5.1065 -2.3483 -0.3710
*
```

Record 3
Formula: C30H40FInN9O2Se
Source: the OMol25 dataset
Level of theory: ωB97M-V/def2-TZVPD

Calculated values
ΔE to the lowest compared entry with this formula, charge and spin   11.4 kcal/mol
Gap between HOMO and LUMO   7.06 eV

Geometry as ORCA input:
```
! wB97M-V def2-TZVPD RIJCOSX def2/J DEFGRID3
* xyz 1 1
In 0.5838 -0.8812 -0.8604
C -0.2750 -4.2469 2.6547
C -0.5935 -3.0961 1.7010
C -1.8016 -3.4438 0.8281
C -0.7861 -1.8033 2.4580
C -1.7582 -1.7292 3.4465
C -1.8998 -0.5927 4.2189
C -1.0646 0.4896 4.0152
C -0.0956 0.4699 3.0210
C 0.7750 1.6893 2.8095
C -0.0865 2.9551 2.7509
C 1.8283 1.8347 3.9139
C 0.0387 -0.6890 2.2343
N 1.0371 -0.7083 1.2361
C 2.3137 -1.0403 1.5785
C 2.6962 -1.4671 2.8638
C 4.0175 -1.7207 3.1734
C 5.0192 -1.5937 2.2233
C 4.6791 -1.1967 0.9425
C 3.3625 -0.9274 0.6614
F 3.0530 -0.5134 -0.6427
H 0.0044 -5.1246 2.0775
H -1.1343 -4.4949 3.2704
H 0.5615 -3.9885 3.2995
H 0.2786 -2.9978 1.0441
H -2.7228 -3.4074 1.4035
H -1.6843 -4.4497 0.4311
H -1.8823 -2.7500 -0.0142
H -2.3974 -2.5807 3.6303
H -2.6499 -0.5607 4.9945
H -1.1671 1.3609 4.6439
H 1.3127 1.5712 1.8602
H -0.3808 3.2715 3.7476
H -0.9892 2.7850 2.1690
H 0.4633 3.7775 2.3020
H 1.3645 1.8619 4.8984
H 2.3831 2.7617 3.7772
H 2.5313 1.0050 3.8803
H 1.9350 -1.5778 3.6213
H 4.2730 -2.0228 4.1781
H 6.0485 -1.7955 2.4701
H 5.4170 -1.0834 0.1643
C 1.2117 -0.2080 -5.8244
N -0.1521 -0.3796 -5.3564
C -1.0689 -0.9535 -6.3235
C -0.3712 -0.4057 -4.0166
N 0.5357 -0.1857 -3.1312
N -1.6840 -0.6184 -3.6230
C -2.2451 -0.5618 -2.3715
N -3.5934 -0.6297 -2.3533
N -1.5627 -0.4496 -1.2863
H 1.1990 0.0169 -6.8867
H 1.8127 -1.1082 -5.6694
H 1.6891 0.6334 -5.3240
H -0.7170 -0.7013 -7.3210
H -2.0760 -0.5452 -6.2357
H -1.1073 -2.0428 -6.2388
H 1.4684 -0.0616 -3.5014
H -2.3452 -0.7326 -4.3778
H -4.1616 -0.6675 -3.1826
H -4.0704 -0.5187 -1.4728
H -2.1423 -0.3717 -0.4584
O -3.3628 1.6569 -0.0563
C -3.2147 2.8452 -0.8045
N -2.6679 3.9295 -0.0491
C -1.3867 4.4006 -0.0396
O -1.1177 5.4490 0.4960
C -0.3169 3.5723 -0.6806
C 0.6804 4.2342 -1.3952
C 1.7620 3.5079 -1.8634
C 1.8129 2.1481 -1.5922
N 0.8589 1.5188 -0.9228
C -0.1772 2.2045 -0.4725
H -3.7594 1.8695 0.7996
H -4.1899 3.1476 -1.2164
H -2.5396 2.5992 -1.6311
H -3.3160 4.5396 0.4361
H 0.5959 5.2984 -1.5611
H 2.5592 3.9875 -2.4109
H 2.6507 1.5413 -1.9130
H -0.8962 1.6241 0.0887
Se 1.0485 -3.1259 -2.1601
C 0.9255 -4.4567 -0.9423
N 0.8244 -5.3539 -0.2325
*
```

Record 4
Formula: C6H7ClN2O2
Source: the OMol25 dataset
Level of theory: ωB97M-V/def2-TZVPD

Calculated values
ΔE to the lowest compared entry with this formula, charge and spin   116.4 kcal/mol
Gap between HOMO and LUMO   7.82 eV
SMILES string   CN1CC=CC([N+](=O)[O-])=C1Cl

Geometry as ORCA input:
```
! wB97M-V def2-TZVPD RIJCOSX def2/J DEFGRID3
* xyz 0 1
C -1.5122 1.8510 -0.2455
N -0.7022 0.6998 0.0684
C -1.4534 -0.4670 0.2933
C -0.6983 -1.7516 -0.0047
C 0.6472 -1.7446 0.0273
C 1.4307 -0.5587 0.0989
N 2.7888 -0.6142 0.1058
O 3.3293 -1.7291 0.0479
O 3.4518 0.4082 0.0454
C 0.6675 0.7220 0.0985
Cl 1.5598 2.1757 0.2618
H -2.3933 2.0090 0.4842
H -0.9896 2.8286 -0.1793
H -1.9110 1.8578 -1.2117
H -2.2739 -0.4189 -0.4435
H -1.9377 -0.2328 1.2466
H -1.2091 -2.5440 -0.3318
H 1.2055 -2.4912 -0.3615
*
```